(1)
The following is a quantum chemistry calculation of a molecular structure, C15H19BF4IrN3O2Si, from the OMol25 dataset.

Summary:
Multiplicity   2
Relative energy (zero: lowest compared OMol25 entry of this formula, charge and spin)   0.00 kcal per mole
HOMO level (alpha / beta)   -12.6 / -12.5 eV
Expectation value of S²   0.7550
Gap between HOMO and LUMO (alpha / beta)   8.45 / 6.81 eV
Total charge   +1

Each line ends with the Mulliken spin population.
Atoms and positions in Å:
1 Ir -0.01713 -0.97916 -0.48556  0.6053
2 O -1.27030 0.28595 3.04069  0.0764
3 C -1.20675 -0.22307 1.94976  -0.0271
4 N -0.01986 -0.58304 1.33462  0.1961
5 C 1.21368 -0.58045 2.10123  -0.0096
6 C 2.35844 -0.76261 1.15502  -0.0034
7 C 3.69037 -0.64062 1.51548  0.0020
8 C 4.66442 -0.90122 0.56970  -0.0014
9 C 4.29388 -1.28255 -0.71681  0.0016
10 C 2.95565 -1.37957 -1.01718  -0.0047
11 N 2.01606 -1.10987 -0.09277  -0.0023
12 C -2.38815 -0.53315 1.08925  0.0113
13 C -3.69180 -0.32769 1.48088  0.0015
14 C -4.70068 -0.70933 0.60557  -0.0013
15 C -4.36886 -1.30086 -0.60460  -0.0004
16 C -3.03400 -1.48249 -0.92725  -0.0028
17 N -2.07496 -1.09064 -0.08599  -0.0007
18 H 1.19305 -1.40120 2.82613  0.0082
19 H 1.32235 0.33964 2.68073  0.0067
20 H 3.94510 -0.33564 2.52093  0.0002
21 H 5.71021 -0.82230 0.83425  -0.0001
22 H 5.03115 -1.49961 -1.47534  0.0000
23 H 2.60660 -1.70794 -1.98657  0.0007
24 H -3.88607 0.11520 2.44755  0.0002
25 H -5.73795 -0.55515 0.86981  0.0000
26 H -5.12984 -1.62790 -1.29808  -0.0001
27 H -2.72211 -1.97466 -1.83843  0.0006
28 C 1.23135 3.20719 -1.87740  0.0008
29 Si -0.04257 2.42959 -0.76122  0.0148
30 C -1.68751 3.13852 -1.27833  -0.0001
31 C 0.36856 2.83308 1.00949  0.0173
32 O -0.09066 0.78300 -1.07610  0.0823
33 H 1.22727 4.28623 -1.71820  -0.0004
34 H 1.00492 2.99400 -2.92235  0.0010
35 H 2.22883 2.82242 -1.65162  -0.0002
36 H -1.64387 4.22759 -1.26242  -0.0001
37 H -2.48236 2.81199 -0.60186  -0.0002
38 H -1.93020 2.79793 -2.28553  0.0002
39 H 0.22299 3.89892 1.18962  0.0020
40 H 1.41201 2.59243 1.23125  -0.0001
41 H -0.25393 2.29473 1.72539  -0.0027
42 F -0.00086 -3.08973 0.06865  0.0021
43 B -0.06656 -3.72918 -1.26385  0.0027
44 F -0.04549 -2.46585 -2.07630  0.0232
45 F -1.25719 -4.33393 -1.43373  0.0002
46 F 1.05276 -4.42899 -1.50849  0.0003

Atomic forces in eV per Å
-0.1 -2.5 2.6
0.0 -0.3 -0.1
-0.2 0.4 0.2
0.0 0.3 0.6
0.2 0.3 0.1
0.0 -0.1 0.1
-0.1 0.0 0.0
0.0 0.0 -0.1
0.1 0.0 0.1
0.0 0.0 0.2
0.1 0.6 -1.3
0.0 0.0 0.1
0.1 0.0 0.0
0.0 0.0 -0.1
0.0 -0.1 0.1
-0.1 -0.1 0.2
0.1 0.6 -1.4
0.0 0.0 0.0
-0.1 0.1 -0.1
0.0 -0.1 0.0
0.0 0.0 0.0
0.0 0.0 0.0
-0.1 0.1 0.0
0.0 0.0 0.0
0.0 0.0 0.0
0.0 0.0 0.0
0.0 0.1 -0.1
0.1 -0.5 0.2
0.0 0.7 -0.7
0.0 -0.4 0.4
0.0 -0.5 0.2
0.1 0.3 -0.4
0.0 0.0 -0.1
0.0 0.1 0.0
0.1 0.1 -0.1
-0.1 0.0 0.0
-0.1 0.1 -0.1
0.0 0.1 0.0
0.0 0.0 -0.1
0.0 0.1 0.0
-0.1 0.1 0.1
0.0 0.3 0.1
0.0 -0.2 -0.2
0.0 0.4 -0.5
0.1 0.1 0.1
-0.1 0.1 0.1


(2)
The following is a quantum chemistry calculation of a molecular structure, C46H42I2N2OReSb2Se, from the OMol25 dataset.

Summary:
Multiplicity   4
Relative energy (zero: lowest compared OMol25 entry of this formula, charge and spin)   0.00 kcal per mole
HOMO level (alpha / beta)   -12.6 / -12.6 eV
Expectation value of S²   3.7722
Gap between HOMO and LUMO (alpha / beta)   6.69 / 5.40 eV
Total charge   +2

Each line ends with the Mulliken spin population.
Atoms and positions in Å:
1 Re -0.12246 2.16975 0.09153  1.9084
2 I 2.91235 5.82347 5.76421  0.0002
3 C 1.83641 4.55851 4.51315  0.0020
4 C 1.83326 3.19062 4.74842  0.0014
5 C 1.12873 2.34001 3.90576  0.0086
6 I 1.17281 0.28861 4.22187  0.0008
7 C 0.42030 2.86162 2.83392  0.0539
8 O -0.26189 2.04251 1.99005  0.1376
9 C 0.42216 4.24281 2.58957  -0.0331
10 C -0.37060 4.79679 1.43857  0.0397
11 N 0.08889 4.25765 0.10462  -0.0769
12 C 1.48196 4.67689 -0.21861  -0.0467
13 C 2.44698 3.65979 0.30552  0.0523
14 C 3.74870 3.95894 0.65609  -0.0058
15 C 4.57703 2.93460 1.09069  0.0214
16 C 4.08257 1.64243 1.15492  -0.0082
17 C 2.77108 1.41637 0.79469  0.0822
18 N 1.96428 2.40557 0.38010  -0.1027
19 C 1.12955 5.08155 3.43507  0.0008
20 H 2.38418 2.78079 5.58313  -0.0001
21 H -1.42759 4.53931 1.51967  -0.0194
22 H -0.28179 5.88361 1.40480  -0.0015
23 H -0.53445 4.65761 -0.59594  0.0313
24 H 1.56563 4.73496 -1.30661  0.0166
25 H 1.68529 5.66776 0.18905  0.0036
26 H 4.10376 4.97815 0.59873  0.0006
27 H 5.59821 3.14601 1.37726  0.0000
28 H 4.69561 0.81434 1.47871  -0.0002
29 H 2.33662 0.42838 0.83339  0.0019
30 H 1.12764 6.14913 3.25602  -0.0005
31 C 0.67394 -2.25822 0.95338  -0.0021
32 C -0.78803 -1.94097 1.24714  0.0320
33 C -1.27234 -0.68957 0.48264  0.0091
34 Sb -2.85971 -0.87600 -0.95271  0.4706
35 C -1.98611 -1.69479 -2.67567  0.0881
36 C -0.89515 -1.04378 -3.24503  -0.0115
37 C -0.23455 -1.61288 -4.32128  0.0061
38 C -0.67273 -2.82478 -4.83751  0.0200
39 C -1.77298 -3.46283 -4.28395  -0.0076
40 C -2.43812 -2.89832 -3.20489  -0.0017
41 C -4.29008 -2.21841 -0.19247  0.0992
42 C -4.32549 -2.54143 1.16121  0.0129
43 C -5.30217 -3.40687 1.63043  -0.0083
44 C -6.24415 -3.93125 0.75711  0.0296
45 C -6.22561 -3.58278 -0.58608  -0.0075
46 C -5.25526 -2.71630 -1.06408  -0.0046
47 Sb 1.09681 -3.16708 -0.98492  0.0019
48 C 2.80339 -1.91517 -1.33555  0.0179
49 C 4.12466 -2.32094 -1.18760  0.0008
50 C 5.16946 -1.45343 -1.48195  0.0003
51 C 4.90953 -0.16926 -1.93665  0.0019
52 C 3.59573 0.24682 -2.10126  -0.0007
53 C 2.55697 -0.62376 -1.80549  -0.0556
54 C 2.05120 -4.88583 -0.16905  -0.0005
55 C 2.96970 -4.82512 0.87596  0.0005
56 C 3.53224 -5.98247 1.38951  -0.0002
57 C 3.17951 -7.21916 0.86402  0.0000
58 C 2.26757 -7.29273 -0.17602  0.0000
59 C 1.70817 -6.13009 -0.68905  0.0000
60 H 1.05444 -2.97708 1.68130  0.0033
61 H 1.26643 -1.35039 1.07447  -0.0109
62 H -0.89918 -1.72905 2.31413  0.0046
63 H -1.42339 -2.80656 1.04505  -0.0107
64 H -0.43408 -0.27944 -0.12002  0.0508
65 H -1.61367 0.08886 1.16867  0.0177
66 H -0.53790 -0.09655 -2.85037  -0.0062
67 H 0.62252 -1.11586 -4.75600  0.0000
68 H -0.15699 -3.27011 -5.67725  0.0014
69 H -2.11289 -4.40729 -4.68715  -0.0002
70 H -3.27579 -3.42369 -2.76263  0.0025
71 H -3.60634 -2.12649 1.85593  0.0018
72 H -5.32856 -3.66896 2.67939  0.0002
73 H -7.00327 -4.60669 1.12727  0.0012
74 H -6.97210 -3.97878 -1.26080  0.0003
75 H -5.26299 -2.43362 -2.11050  -0.0056
76 H 4.35182 -3.32320 -0.84589  -0.0005
77 H 6.19179 -1.78824 -1.36639  -0.0001
78 H 5.72692 0.49664 -2.18005  0.0002
79 H 3.38424 1.24056 -2.47963  -0.0002
80 H 1.53234 -0.29211 -1.96475  0.0138
81 H 3.26109 -3.86754 1.29567  0.0002
82 H 4.24871 -5.92246 2.19789  0.0000
83 H 3.61815 -8.12264 1.26566  0.0000
84 H 1.99232 -8.25339 -0.58991  0.0000
85 H 1.00093 -6.20190 -1.50845  0.0000
86 Se -1.89525 2.00709 -1.60186  0.1354
87 C -3.13847 3.38102 -1.06461  0.0297
88 C -3.67571 4.20603 -2.04664  -0.0203
89 C -4.58962 5.18561 -1.68320  -0.0006
90 C -4.96965 5.32926 -0.35577  0.0038
91 C -4.44308 4.48717 0.61410  0.0123
92 C -3.52595 3.50675 0.26327  0.0305
93 H -3.38598 4.08845 -3.08251  -0.0014
94 H -5.00948 5.83145 -2.44200  -0.0001
95 H -5.68740 6.08905 -0.07888  0.0003
96 H -4.75638 4.58279 1.64521  0.0000
97 H -3.13924 2.83021 1.01870  -0.0123

Atomic forces in eV per Å
0.2 -0.2 -0.1
0.0 0.0 0.0
0.0 0.0 0.0
0.0 0.1 0.0
0.0 0.1 0.0
0.0 0.0 0.0
0.0 0.2 0.0
-0.1 -0.1 0.2
0.0 -0.1 0.0
0.0 -0.1 0.0
-0.2 0.1 0.0
0.0 0.0 -0.1
0.2 0.1 0.0
-0.1 0.0 0.0
0.0 0.0 0.0
0.0 0.0 0.0
0.0 0.0 0.0
-0.1 -0.1 0.0
0.1 0.0 0.1
0.0 0.0 0.0
0.0 0.0 0.0
0.0 0.0 0.0
0.0 0.0 0.0
0.0 0.0 0.0
0.0 0.0 0.0
0.0 0.0 0.0
0.0 0.0 0.0
0.0 0.0 0.0
0.0 0.0 0.0
0.0 0.0 0.0
0.0 -0.1 0.1
0.0 0.2 0.0
0.0 0.0 0.1
-0.1 0.1 0.0
0.0 0.0 0.0
0.0 0.1 0.0
0.0 0.0 0.0
0.0 0.0 0.0
0.0 0.0 0.0
0.0 -0.1 0.1
0.1 0.0 0.0
0.0 0.0 0.1
0.0 0.0 0.0
0.0 0.0 0.0
0.0 0.0 0.0
-0.1 0.0 -0.1
-0.1 -0.1 0.1
-0.1 0.0 -0.1
0.0 -0.1 0.1
0.1 0.0 0.0
0.0 0.0 0.0
0.0 0.0 0.0
0.0 0.0 0.0
0.0 0.1 -0.1
0.0 0.1 0.1
0.0 0.0 0.0
0.0 0.0 0.0
0.0 0.0 0.0
0.0 0.0 -0.1
0.0 0.0 0.0
0.1 0.0 0.0
0.0 0.0 0.0
0.0 0.0 -0.1
0.1 0.0 -0.1
0.0 0.0 0.0
-0.1 -0.1 -0.1
0.0 0.0 0.0
0.0 0.0 0.0
0.0 0.0 0.0
0.0 0.0 0.0
0.0 0.0 0.0
0.0 0.0 0.0
0.0 0.0 0.0
0.0 0.0 0.0
0.0 0.0 0.0
0.0 0.0 0.0
0.0 0.0 0.0
0.0 0.0 0.0
0.0 0.0 0.0
0.0 0.0 0.0
0.0 0.0 0.0
0.0 0.0 0.0
0.0 0.0 0.0
0.0 0.0 0.0
0.0 0.0 0.0
-0.1 0.1 0.0
0.1 0.1 -0.2
0.0 0.0 0.0
0.0 0.0 0.0
0.0 0.0 0.0
0.0 0.0 0.0
0.0 0.0 0.1
0.0 0.0 0.0
0.0 0.0 0.0
0.0 0.0 0.0
0.0 0.0 0.0
0.0 0.0 0.0


(3)
The following is a quantum chemistry calculation of 2 unconnected molecules or ions with the total composition C6H16NO, from the OMol25 dataset.

Summary:
Relative energy (zero: lowest compared OMol25 entry of this formula, charge and spin)   131.05 kcal per mole
HOMO level   -12.2 eV
Gap between HOMO and LUMO   4.54 eV
Total charge   +1

Each line ends with the natural charge from an NBO analysis.
Atoms and positions in Å:
1 C 1.03007 -0.27413 1.69383  -0.2351
2 O 1.55227 0.63216 0.62765  -0.6294
3 C -0.45353 -0.14078 1.85968  0.4462
4 C -1.33658 -0.35838 0.65189  -0.3729
5 C -0.82392 -1.51056 -0.20240  -0.5986
6 C -1.64088 0.93553 -0.25886  -0.3502
7 C -2.56901 0.47507 -1.56251  -0.6095
8 N 4.11025 0.37304 -1.14716  -1.0969
9 H 1.46276 -0.01300 2.66180  0.2221
10 H 1.37844 -1.27884 1.31175  0.2776
11 H 0.81188 1.38956 0.49725  0.4858
12 H -0.74730 0.30527 2.78574  0.2238
13 H -2.38628 -0.67622 1.00435  0.2845
14 H -1.55799 -1.81258 -0.84267  0.2428
15 H 0.05324 -1.17692 -0.76251  0.2322
16 H -0.47500 -2.26715 0.41632  0.2159
17 H -2.13314 1.65725 0.38268  0.2266
18 H -0.65228 1.51685 -0.70089  0.2236
19 H -2.89190 1.49984 -2.16040  0.2553
20 H -3.55931 0.04614 -1.26165  0.2320
21 H -2.07768 -0.09333 -2.27726  0.2237
22 H 4.52832 1.24748 -0.75960  0.3775
23 H 3.55876 -0.13891 -0.46926  0.3493
24 H 4.81878 -0.33741 -1.48775  0.3736

Atomic forces in eV per Å
0.9 0.1 -0.5
-3.9 1.6 0.9
0.3 0.4 -4.0
-1.0 -0.7 1.5
2.4 2.5 0.6
1.0 0.6 -2.4
-1.6 4.5 1.8
1.1 -0.7 -0.5
0.5 -0.2 -0.3
-0.7 0.7 0.9
2.8 -2.3 0.3
-0.8 -0.1 0.6
1.3 0.9 0.0
-1.9 -1.0 -1.6
-0.1 0.0 -0.3
0.3 -1.8 1.0
-0.4 0.1 -0.2
-2.3 -1.9 1.1
1.0 -2.4 1.7
1.1 0.1 0.0
1.1 -1.2 -1.0
-0.3 -1.5 -0.3
0.1 0.5 0.2
-0.8 1.7 0.6


For the records above, the corresponding largest force on an atom values read 3.62 0.35 5.14 eV/A.